1.
The following is a DFT calculation (ωB97M-V/def2-TZVPD) of C20H28BrClMnN2O2 as an isolated structure.

XYZ file:
```
55
Properties=species:S:1:pos:R:3:forces:R:3
Mn 0.076310 -0.000975 -0.068200 1.6 0.0 0.5
Cl -0.177141 0.024161 2.205367 -0.3 0.0 1.3
N 0.237595 2.077330 0.101093 -1.4 1.7 -1.8
N 0.173990 -2.082427 0.127603 -1.4 -1.7 -1.8
C -0.264487 2.859443 -0.833834 1.9 -2.2 1.5
C -0.320455 -2.863255 -0.812432 2.0 2.2 1.5
C 1.164070 2.935025 0.945218 -0.8 -1.7 -0.6
C 1.489327 4.044829 -0.009855 0.5 0.5 -1.5
C 2.378948 2.147628 1.403341 -0.3 0.4 -0.8
C 0.353036 3.412319 2.117625 -0.5 -0.3 -0.2
H 2.861073 1.753732 0.503609 0.2 -0.1 0.4
H 2.083395 1.328689 2.065019 0.2 0.3 0.0
H 2.993277 2.900564 1.876248 0.6 -0.1 0.5
H -0.504213 3.980895 1.722669 0.2 0.0 0.4
H 1.017200 4.037360 2.698157 -0.1 0.3 0.6
H 0.008779 2.514764 2.656132 0.1 0.6 0.0
C 1.062105 -2.950121 1.003181 -0.8 1.7 -0.6
C 1.379395 -4.082664 0.073430 0.5 -0.6 -1.5
C 0.213794 -3.387314 2.164871 -0.5 0.3 -0.3
C 2.291499 -2.191864 1.469465 -0.3 -0.3 -0.8
H 2.791451 -1.810768 0.573527 0.2 0.1 0.4
H 2.880683 -2.959570 1.951605 0.6 0.1 0.5
H 2.006069 -1.364318 2.124687 0.2 -0.3 0.0
H -0.650916 -3.936295 1.758895 0.1 0.0 0.4
H -0.115618 -2.472399 2.682849 0.0 -0.6 0.0
H 0.847085 -4.022690 2.767622 -0.1 -0.3 0.6
O 0.311481 -4.022044 -0.959897 0.1 -1.4 0.6
H 1.400717 -5.107483 0.524337 -0.2 0.9 -0.4
H 2.327068 -3.897410 -0.487537 -0.6 -0.2 0.4
O 0.390360 3.999880 -1.014293 0.2 1.5 0.6
H 2.414976 3.819821 -0.592153 -0.6 0.2 0.4
H 1.555101 5.074583 0.425187 -0.3 -0.9 -0.4
C -1.389924 2.534855 -1.779972 0.3 -0.3 0.8
C -1.406084 -2.525881 -1.800774 0.3 0.2 0.8
C -1.228671 -1.211319 -2.500085 -1.2 0.7 -1.0
H -2.336623 -2.431717 -1.205805 0.2 -0.4 -0.2
H -1.457824 -3.328826 -2.517758 -0.2 -0.3 0.1
C -1.351797 0.005509 -1.678474 1.0 0.0 0.1
C -1.225341 1.227283 -2.493436 -1.2 -0.7 -1.0
H -1.663042 0.019156 -0.386320 -0.5 0.0 -3.9
C -1.351778 1.220647 -3.925239 -0.4 -0.5 1.4
C -1.464254 0.015508 -4.662168 0.3 0.0 0.6
C -1.603710 2.493120 -4.690572 0.2 0.3 -0.4
C -1.354352 -1.194535 -3.933238 -0.5 0.4 1.5
H -1.669771 0.018946 -5.776413 0.4 0.0 1.5
C -1.611563 -2.461681 -4.708124 0.2 -0.3 -0.4
H -1.693841 -2.210914 -5.779852 0.1 -0.2 0.4
H -2.561807 -2.962606 -4.438687 0.4 0.2 0.1
H -0.783449 -3.173126 -4.590475 -0.3 0.0 -0.1
H -2.554393 2.991763 -4.420521 0.4 -0.2 0.1
H -1.681571 2.250348 -5.764204 0.1 0.2 0.4
H -0.775353 3.202173 -4.562429 -0.3 0.0 -0.1
H -1.473620 3.345326 -2.484135 -0.2 0.4 0.0
H -2.293239 2.424095 -1.145401 0.2 0.4 -0.3
Br 2.397851 -0.051953 -1.371152 0.1 0.0 -0.3
```
Positions in Å, forces in eV/Å.

Calculated values
expectation value of S²: 6.052
relative energy (zero: lowest compared OMol25 entry of this formula, charge and spin): 222.84 kJ/mol
2S+1: 5
charge: -1
LUMO level (alpha / beta): 2.963 / 2.884 eV

=====

2.
The following is a DFT calculation (ωB97M-V/def2-TZVPD) of a 8-piece molecular cluster, C30H83N7O8 overall.

XYZ file:
```
128
Properties=species:S:1:pos:R:3:forces:R:3
C 4.718697 2.187083 -2.256606 -1.0 0.0 -0.4
O 4.115887 1.883143 -3.506236 1.0 -0.5 -1.7
C 2.803297 1.339983 -3.563296 0.5 0.0 0.8
C 2.286917 0.940203 -4.961006 0.3 0.7 2.0
C 0.802147 0.648503 -4.824176 -0.3 0.6 -0.4
N 2.871597 -0.264957 -5.493846 1.1 -0.1 -0.5
H 5.757137 2.488033 -2.395086 -0.1 -0.1 -0.4
H 4.713867 1.327853 -1.585926 -0.2 0.0 0.2
H 4.164577 3.043253 -1.871876 0.1 0.0 0.7
H 2.765237 0.457743 -2.924306 -0.2 -0.2 0.3
H 2.153027 2.117463 -3.162316 -0.5 -0.1 0.1
H 2.466997 1.846213 -5.539636 -0.2 0.0 -0.6
H 0.298527 1.449353 -4.282776 -0.1 0.2 -0.4
H 0.528687 -0.268367 -4.301996 0.5 -0.1 0.0
H 0.460937 0.547333 -5.854436 -0.6 0.1 0.1
H 3.879027 -0.285487 -5.424786 0.3 0.2 0.4
H 2.740997 -0.255187 -6.495316 -0.4 -0.2 -0.3
C -1.209673 0.888203 -1.654976 -1.0 -0.6 0.0
O -0.483683 1.805473 -0.892406 0.0 0.3 0.8
C -0.388453 1.510973 0.518124 2.5 -0.8 -0.9
C 1.077527 0.940543 0.789004 -0.1 1.2 2.0
C 1.388917 -0.377897 0.187234 0.2 -1.0 -1.7
N 1.338927 0.892173 2.255864 -0.9 -0.2 -0.4
H -1.088183 1.040363 -2.727446 0.3 0.3 0.2
H -2.280453 0.958113 -1.463586 -0.3 0.2 0.1
H -0.997133 -0.161047 -1.450046 0.4 0.0 0.2
H -0.533673 2.398533 1.133954 0.1 0.3 -0.3
H -1.080073 0.761843 0.903554 -0.3 -0.2 -0.5
H 1.877487 1.598363 0.449254 -0.5 0.5 -0.6
H 2.380827 -0.780207 0.393074 0.0 0.3 0.6
H 1.464817 -0.233507 -0.890486 -0.3 0.0 -0.4
H 0.693407 -1.206517 0.320494 -0.3 0.2 0.4
H 1.206367 1.804933 2.667464 0.1 0.4 -0.3
H 0.548957 0.386783 2.630864 -0.1 -0.5 0.2
C -3.759313 -3.488987 4.093734 0.0 0.1 -0.1
O -2.955643 -2.429807 4.510104 1.0 1.5 0.1
C -3.116873 -1.197657 3.768644 0.8 -0.1 0.8
C -2.050343 -0.178627 4.198604 0.0 0.7 0.1
C -2.322413 1.278913 3.643524 -0.4 -1.9 -0.3
N -0.698293 -0.616557 3.807474 -0.4 -0.2 0.2
H -3.560363 -4.334447 4.752304 -0.2 0.1 0.1
H -3.494413 -3.809117 3.086044 -0.2 0.0 -0.3
H -4.798133 -3.163117 4.146324 -0.3 -0.4 -0.1
H -3.002783 -1.410387 2.705704 -0.3 0.1 -0.1
H -4.056023 -0.711037 4.031884 -0.5 -0.3 -0.3
H -2.082743 -0.100547 5.285324 -0.3 -0.1 0.3
H -3.366093 1.578773 3.738044 0.0 0.0 0.8
H -2.255873 1.216753 2.557334 0.7 0.3 0.0
H -1.645483 1.993863 4.111184 0.0 0.0 -0.4
H -0.024613 -0.096877 4.351694 0.1 0.5 0.1
H -0.543853 -1.542907 4.179124 -0.3 -0.6 -0.1
C 2.332217 -4.075017 0.807134 1.0 0.6 1.1
O 3.132717 -3.165477 1.613494 -0.9 0.7 -0.8
C 2.532997 -2.801867 2.866444 1.2 -2.0 0.5
C 3.513067 -1.967987 3.653374 0.7 1.2 0.4
C 3.045467 -1.642277 5.078134 -0.4 -0.7 -0.2
N 3.747697 -0.685447 2.963494 -0.5 -0.6 0.0
H 1.308107 -3.709067 0.733734 0.0 -0.1 -0.2
H 2.361407 -5.051687 1.290214 -0.3 -0.2 0.1
H 2.821967 -4.169207 -0.162076 -0.2 0.3 0.1
H 1.554377 -2.322037 2.878554 -0.2 0.1 -0.7
H 2.469517 -3.774327 3.354714 -0.6 -0.2 0.6
H 4.514127 -2.399007 3.667974 -0.2 -0.8 0.2
H 2.052247 -1.193517 5.062664 0.0 0.6 -0.2
H 3.759247 -0.976947 5.563874 -0.1 0.0 0.0
H 2.854507 -2.516177 5.700974 0.5 -0.3 0.0
H 2.851367 -0.223097 3.017414 -0.2 0.9 0.1
H 3.680857 -0.997187 2.005134 0.7 0.4 -0.7
C -3.691433 -1.068787 0.156784 -0.2 0.0 -1.3
O -3.443923 -1.290237 -1.209596 0.7 -0.2 -1.6
C -4.571153 -1.453247 -2.054056 0.5 -1.2 -1.0
C -4.155373 -2.171827 -3.429996 1.5 0.4 0.1
C -3.125383 -1.426187 -4.271756 0.3 0.8 1.4
N -5.274483 -2.483987 -4.312756 -0.7 0.2 1.3
H -2.755013 -0.639957 0.513604 -0.3 0.0 0.5
H -3.927463 -2.028827 0.615824 -0.1 0.1 0.5
H -4.527143 -0.370127 0.196404 -0.1 0.2 0.8
H -5.248363 -2.136747 -1.541876 -0.5 -0.1 -0.1
H -5.072143 -0.503157 -2.239596 -0.1 0.2 -0.1
H -3.612643 -3.083457 -3.180026 -0.2 -0.4 0.7
H -2.873053 -1.944847 -5.196656 -0.4 0.3 -0.2
H -2.193283 -1.367127 -3.709796 0.2 0.0 0.1
H -3.454003 -0.390347 -4.356196 0.0 0.0 -0.8
H -5.851543 -3.053097 -3.710076 -0.8 -0.2 -0.3
H -4.960313 -3.116047 -5.035176 0.2 0.0 -0.2
C -0.407283 4.618853 3.323984 0.7 0.2 0.3
O 0.511567 3.526533 3.429514 0.5 0.6 1.1
C 1.684557 3.790503 4.269164 0.0 1.0 -1.7
C 2.711417 4.647443 3.462734 0.9 -1.1 -0.1
C 3.284257 3.945333 2.209764 0.6 -0.5 0.7
N 3.876277 4.976123 4.327444 -0.3 0.4 0.3
H -0.691593 4.953513 4.321614 -0.7 -0.4 0.1
H -1.219233 4.324773 2.658884 -0.1 -0.2 0.5
H -0.008723 5.541883 2.902964 0.6 -0.1 -0.4
H 1.517427 4.326833 5.203244 -0.9 0.3 0.0
H 2.115447 2.846183 4.601854 0.0 -0.3 -0.6
H 2.257177 5.529383 3.011124 -0.1 0.4 0.9
H 3.657597 2.963903 2.502204 -0.4 -0.5 -0.2
H 4.215037 4.424223 1.905784 -0.2 0.5 -0.1
H 2.617977 3.886993 1.349084 -0.2 -0.1 0.2
H 4.192077 4.183723 4.868244 0.2 -0.9 -0.7
H 3.645127 5.547743 5.127394 -0.6 0.9 -0.2
C -0.346983 -3.007447 -1.823276 -0.9 0.1 0.8
O 0.927967 -3.495457 -2.108836 0.4 0.9 -1.0
C 1.489437 -2.903477 -3.319896 -0.5 -1.4 0.2
C 0.604997 -3.150887 -4.566876 -0.3 -0.9 0.9
C 0.280667 -4.597457 -4.786736 -0.4 -0.7 1.1
N 1.186747 -2.663697 -5.781336 0.2 0.9 0.1
H -1.160183 -3.514637 -2.342466 0.0 -0.2 -0.4
H -0.489303 -1.937947 -1.978226 0.4 0.1 -0.3
H -0.575333 -3.150857 -0.767156 0.3 -0.2 0.2
H 1.644917 -1.826757 -3.252066 0.1 0.1 0.5
H 2.448937 -3.415947 -3.389456 0.1 0.2 -0.3
H -0.330793 -2.648377 -4.322196 -0.2 0.4 -0.5
H -0.387763 -4.746317 -5.634756 0.3 0.0 -0.2
H -0.230333 -5.013547 -3.918486 0.0 -0.1 0.1
H 1.216577 -5.151947 -4.855506 0.0 -0.2 -0.4
H 1.898877 -3.310317 -6.089316 0.1 -0.3 -0.1
H 1.710587 -1.858757 -5.468666 0.3 0.6 -0.7
C -2.713423 4.597263 -0.179776 -0.2 0.2 -0.3
C -3.954583 3.708313 -0.292276 1.5 0.4 0.0
O -4.836493 4.339893 -1.178176 -1.7 -0.1 0.3
H -2.072203 4.375133 0.673224 0.1 -0.2 -0.3
H -3.060673 5.626433 -0.088556 -0.2 0.0 0.4
H -2.170763 4.635163 -1.124326 0.4 -0.5 0.1
H -4.344773 3.586183 0.718144 -0.8 0.4 -0.2
H -3.745473 2.683293 -0.598406 0.3 -0.1 -0.3
H -4.455133 4.589023 -2.023216 0.5 -0.3 0.2
```
Positions in Å, forces in eV/Å.

Calculated values
structure (SMILES): COC[C@H](C)N.COC[C@H](C)N.COC[C@H](C)N.COC[C@H](C)N.COC[C@H](C)N.COC[C@H](C)N.COC[C@H](C)N.CCO
relative energy (zero: lowest compared OMol25 entry of this formula, charge and spin): 291.89 kJ/mol
charge: 0
LUMO level: 0.538 eV

=====

3.
The following is a DFT calculation (ωB97M-V/def2-TZVPD) of a 2-piece molecular cluster, C4H6N3OS overall.

XYZ file:
```
15
Properties=species:S:1:pos:R:3:forces:R:3
C -2.901284 -0.634377 0.444763 -0.2 -0.6 1.0
C -0.486262 2.471041 0.335209 -0.7 -0.4 -0.3
C -1.505868 -1.008492 0.040870 1.5 0.3 0.5
C 0.780179 -0.896968 0.101308 -1.3 -0.9 -1.3
N 0.194021 2.781549 1.259230 2.1 1.7 2.8
N -0.995376 2.176161 -0.677732 -0.1 -0.4 -2.7
N -0.499313 -0.561703 0.693922 -0.8 -0.8 -0.4
O -3.436607 -1.063151 1.466619 0.5 -0.2 -0.2
S -3.537132 0.463233 -0.639192 -1.1 0.8 -1.2
H -1.270442 -1.543314 -0.897127 -0.8 0.0 0.1
H 0.817304 -0.863200 -0.990684 -0.4 0.5 -0.3
H 1.493150 -0.253816 0.457349 2.0 1.5 0.9
H 1.096590 -1.909416 0.246665 0.1 -0.8 0.9
H 0.088383 2.349178 2.153023 0.0 -0.5 0.2
H -1.941349 2.174874 -0.978765 -0.8 -0.2 -0.1
```
Positions in Å, forces in eV/Å.

Calculated values
relative energy (zero: lowest compared OMol25 entry of this formula, charge and spin): 111.50 kJ/mol
charge: -1
LUMO level: 3.706 eV

=====

4.
The following is a DFT calculation (ωB97M-V/def2-TZVPD) of C25H40BO4Sn as an isolated structure.

XYZ file:
```
71
Properties=species:S:1:pos:R:3:forces:R:3
O -3.626695 -3.656203 -2.763039 -0.9 -1.6 -0.4
C -3.998020 -4.999685 -2.264162 0.4 -0.2 1.3
C -5.013004 -5.305718 -3.347921 0.6 0.2 0.2
H -4.435288 -4.918113 -1.262888 0.3 -0.1 -0.2
H -3.130186 -5.679538 -2.229912 -0.3 0.3 0.0
C -4.540952 -3.936146 -3.881441 -0.8 0.2 -1.1
H -6.045190 -5.329353 -2.972963 0.3 0.0 -0.3
H -4.790266 -6.194002 -3.949012 -0.1 0.4 0.0
C -5.688845 -2.956561 -3.901609 -0.2 0.3 -0.1
H -6.255301 -2.989659 -2.964906 0.3 0.1 0.0
H -6.405726 -3.201265 -4.691160 0.2 -0.1 0.0
H -5.327450 -1.946708 -4.098005 0.0 0.1 0.1
C -3.767615 -3.955806 -5.189552 0.1 0.1 0.0
H -2.944965 -4.683094 -5.178545 -0.2 0.2 0.1
H -3.351683 -2.952170 -5.333763 0.1 -0.2 -0.1
H -4.409521 -4.185671 -6.050534 0.0 0.0 0.3
Sn -0.916659 -0.682010 -0.468737 2.0 1.1 -0.4
C 1.721190 0.583463 -0.818397 -0.5 -0.7 -1.5
C 2.360323 -0.318369 0.080596 0.1 -1.3 -1.0
C 2.354110 -1.605354 -0.520253 0.3 0.2 0.5
H 2.839594 -0.043330 1.008087 -0.1 -0.1 0.0
C 1.749934 -1.510712 -1.800489 -0.5 -0.5 1.1
C 1.343921 -0.144367 -2.000322 -0.3 1.3 1.7
H 0.882439 0.280080 -2.892444 0.3 -0.2 0.3
H 1.596813 1.642568 -0.653417 0.1 -0.2 0.0
H 2.830903 -2.495767 -0.088258 -0.4 0.5 -0.3
H 1.634605 -2.313943 -2.520748 0.1 0.1 0.1
C -1.319560 2.473339 -0.085410 0.2 0.1 -0.6
C -0.789791 2.080488 -1.337506 -1.4 -0.2 -0.3
C -1.659619 1.091966 -1.899637 0.2 0.7 0.6
H 0.059648 2.541953 -1.826441 -0.2 -0.2 0.0
C -2.721762 0.842853 -0.902433 0.2 0.2 0.4
C -2.447288 1.694683 0.211812 -0.9 -0.2 -0.3
H -3.084590 1.826098 1.097517 0.4 -0.3 -0.5
H -0.975209 3.344428 0.473157 0.0 -0.6 0.0
H -1.654456 0.720521 -2.924718 0.0 0.1 0.4
H -3.627965 0.262575 -1.084276 0.3 0.2 0.1
O -3.348990 -4.925022 0.741441 1.9 3.0 -1.2
C -2.678498 -3.726569 0.139616 -0.2 0.7 0.3
C -1.387046 -4.146761 -0.606377 -1.6 -0.5 0.4
H -2.357202 -2.979158 0.906709 -0.5 -0.6 0.3
H -3.338122 -3.179019 -0.556553 -0.2 -0.6 0.5
C -0.994561 -5.358373 0.217958 0.3 -0.3 0.9
H -0.642824 -3.342861 -0.648138 0.0 -0.3 0.2
H -1.678468 -4.364577 -1.623655 0.3 -0.2 -0.3
C -2.300853 -5.872951 0.890295 -0.3 -1.0 -0.2
H -0.340710 -5.027543 1.034186 0.1 -0.1 -0.2
H -0.478120 -6.147181 -0.337421 -0.1 0.2 0.1
H -2.187298 -6.116681 1.962988 0.2 0.1 -0.5
H -2.704113 -6.751910 0.374780 0.5 -0.2 0.2
C 0.699381 -0.422837 4.721031 0.1 -0.2 0.0
C -0.159316 0.564671 3.931675 0.5 0.4 1.1
C -1.191096 1.141516 4.868944 -0.3 0.4 0.2
O -0.846788 -0.156336 2.885835 0.0 -0.1 -1.9
B -0.232119 0.201457 1.720758 0.8 0.2 0.7
O 0.779647 1.113901 1.834300 -0.8 -0.8 -0.5
C 0.686156 1.651581 3.170958 -0.1 0.4 0.3
C 0.027361 3.019358 3.027703 -0.1 0.2 0.2
C 2.083188 1.868892 3.709628 0.1 -0.1 0.3
H 1.519487 -0.841341 4.120318 -0.3 0.0 0.2
H 0.065020 -1.245056 5.076047 0.1 0.2 -0.1
H 1.122752 0.070551 5.609018 -0.1 -0.1 -0.4
H -1.783954 0.339374 5.318957 0.1 0.1 -0.1
H -0.682172 1.672968 5.682003 -0.1 -0.1 -0.1
H -1.865000 1.851472 4.375956 0.1 -0.2 0.1
H -0.008410 3.510690 4.007425 -0.1 0.0 -0.3
H 0.664872 3.630178 2.370604 -0.3 -0.2 0.2
H -0.985235 2.971285 2.602822 0.3 0.0 0.2
H 2.636544 0.927675 3.841351 -0.1 0.5 -0.1
H 2.622980 2.542859 3.030593 -0.1 -0.2 0.2
H 1.980800 2.367854 4.684765 0.3 -0.2 -0.2
```
Positions in Å, forces in eV/Å.

Calculated values
relative energy (zero: lowest compared OMol25 entry of this formula, charge and spin): 75.29 kJ/mol
charge: +1
LUMO level (alpha / beta): -5.892 / -5.897 eV

=====

| no. | DFT total energy (a.u.) |
| --- | --- |
| 1 | -5224.15057 |
| 2 | -2177.78743 |
| 3 | -793.72329 |
| 4 | -1516.34903 |